68
Properties=species:S:1:pos:R:3:forces:R:3 method="wB97M-V/def2-TZVPD" e_above_lowest_kj_mol=2074.61 total_charge=0 orbital_gap_ev=8.844
C 1.221302 -2.067887 5.499925 1.4 3.0 -1.2
C 1.938274 -0.662218 5.076906 5.0 -4.9 5.1
H 1.495987 0.068224 5.588817 -1.6 2.8 2.8
H 3.068236 -0.724243 5.375889 -1.9 0.0 0.2
O 2.047422 -0.214190 3.833676 -4.6 -0.1 -3.4
C 0.705833 0.001663 3.446464 -2.4 1.4 -0.2
O -0.370278 0.073781 4.221965 6.7 -0.6 -4.7
C 0.907339 0.369705 1.838033 -7.9 6.1 7.9
C 1.537709 1.743850 1.818799 -12.0 3.3 -1.4
C 1.312451 2.412556 0.410649 -2.3 -3.6 2.0
C -0.109838 2.124510 -0.124918 2.7 6.1 8.1
N -0.504568 0.865312 -0.021804 -6.0 -1.6 1.1
C -0.563741 0.682438 1.398723 2.7 -11.8 -4.1
H -1.176326 -0.555967 1.339646 1.7 3.5 1.2
H -1.091056 1.208359 1.996494 -3.6 4.3 3.6
C -2.046482 0.828602 -0.521823 0.5 -0.1 -2.0
C -1.960066 1.288800 -2.017542 3.5 -6.6 1.1
C -2.457806 2.231977 -2.721424 3.6 -3.9 -6.9
N -2.045534 2.000109 -4.263128 -0.8 -1.4 8.4
N -1.470345 0.804395 -4.230295 1.9 -0.2 -2.3
C -1.156243 0.348270 -3.058691 -3.6 0.6 2.2
C -0.635579 -1.118163 -2.762419 6.3 7.2 -1.8
H -1.285644 -1.817409 -2.546080 -3.1 -3.3 2.3
H -0.222764 -1.387107 -3.704262 0.1 -0.5 -1.3
H 0.452825 -0.896717 -2.260863 -3.1 -1.3 0.0
C -2.386911 2.863195 -5.337485 4.4 2.9 3.4
C -3.216006 2.189898 -6.148966 -3.9 -9.7 -3.4
H -2.638165 1.031371 -6.663620 -1.5 3.5 1.8
H -3.497287 2.585700 -7.009918 -1.0 2.5 -3.9
H -4.223600 1.757783 -5.763132 1.9 0.8 0.1
C -1.009911 3.226271 -5.985489 -1.9 6.8 4.0
H -1.132184 3.938674 -6.783327 -0.1 -0.1 -0.7
H -0.500643 2.406639 -6.224139 2.3 -3.2 -0.8
H -0.450892 3.993804 -5.115373 -1.1 -2.7 -2.4
H -2.924029 3.744479 -4.847430 1.0 -0.8 -0.7
C -3.203873 3.258234 -2.474594 -1.4 10.4 7.1
H -2.484836 4.389959 -2.660129 -2.4 -3.1 0.6
H -3.532897 3.281271 -1.189703 1.4 0.1 -3.5
H -4.152725 3.403792 -2.811301 -2.4 0.3 -1.9
H -2.345935 -0.344895 -0.436311 0.4 3.1 -0.1
H -2.867672 1.609817 -0.117619 2.2 -1.9 0.4
H -0.333920 2.481978 -0.957362 -1.0 3.5 -7.6
H -0.723388 2.985767 0.666787 0.6 -2.1 -1.7
H 1.930826 1.866410 -0.147974 2.7 -2.3 -2.9
H 1.792690 3.298705 0.444741 0.3 3.7 -0.1
H 2.417434 1.844527 2.048570 9.5 0.6 2.8
H 0.821670 2.537667 2.534870 2.1 -2.4 -1.4
C 1.511455 -0.450683 1.012963 8.0 -10.7 -0.2
C 1.415543 -2.111540 1.210118 -6.5 3.6 -1.3
C 0.212542 -2.841962 0.890277 0.5 12.3 -6.3
C -0.009499 -4.053187 1.053327 -4.6 -8.4 1.1
C 0.874228 -4.764085 1.841013 0.7 5.5 -3.3
C 2.010851 -4.073379 2.165943 -1.2 -6.1 4.6
C 2.109844 -2.727454 2.108199 4.5 -0.9 0.8
H 2.959959 -2.223557 2.430472 1.6 0.6 1.3
O 2.621359 -5.045408 3.097625 4.0 4.2 0.1
C 4.139076 -4.355494 3.548534 -3.6 -10.1 1.4
H 4.559311 -5.285244 4.110460 -0.2 2.0 -1.6
H 3.928317 -3.638712 4.136592 -1.4 5.2 4.4
H 4.343202 -4.091660 2.645148 2.7 1.3 -5.3
H 0.711471 -5.675432 2.108302 -0.6 -5.5 1.6
H -1.032633 -4.515322 0.725277 2.1 0.8 0.5
H -0.433555 -2.137144 0.102654 1.1 -2.2 2.2
H 2.629899 -0.505029 1.347177 -1.3 1.0 -1.5
H 1.309915 -0.326263 0.034881 0.0 0.9 -3.2
H 1.657772 -2.794218 4.905128 0.2 -1.7 -1.6
H 0.191886 -1.917231 5.409090 -1.6 -0.2 -0.7
H 1.360202 -2.426692 6.482986 0.8 0.5 1.5


73
Properties=species:S:1:pos:R:3:forces:R:3 method="wB97M-V/def2-TZVPD" e_above_lowest_kj_mol=24.37 total_charge=+1 orbital_gap_ev=8.301
Al 14.522389 7.886699 11.017092 0.9 0.5 -0.2
C 9.196327 7.582506 5.394131 1.5 1.8 3.3
C 8.876178 7.210980 6.942041 0.2 -0.6 -0.4
C 8.578468 5.684485 7.052766 -0.9 0.7 -0.3
C 7.660108 7.944772 7.474772 -1.3 0.9 0.0
C 10.038769 7.624639 7.876984 0.5 1.1 -1.3
C 10.907566 6.738864 8.480667 -1.9 -0.4 -1.3
C 11.915321 7.220059 9.255223 0.7 -1.9 0.5
Br 12.981708 5.817352 10.124913 0.4 0.9 0.0
C 12.255594 8.522962 9.439829 0.4 0.2 0.1
O 13.347373 8.842215 10.206619 -0.9 -0.1 -0.6
C 11.417647 9.439780 8.750856 0.9 0.6 0.9
C 10.352767 9.000303 7.994258 -0.1 -1.6 0.9
C 11.728689 10.910199 8.843683 0.0 1.8 0.5
C 11.847224 11.499382 10.283063 0.7 0.7 -0.5
C 10.639531 11.738154 8.199013 -1.4 -1.5 -1.7
C 13.035561 11.238454 8.113802 0.7 -1.8 0.2
H 8.478207 7.311633 4.696377 -1.6 -0.8 -1.0
H 10.156219 7.155419 5.139574 0.2 -0.2 -0.2
H 9.319009 8.696970 5.333259 -0.1 -0.9 0.0
H 7.746048 5.389807 6.356982 0.8 0.3 0.7
H 8.330591 5.394206 8.075181 -0.4 0.2 0.0
H 9.427449 5.077680 6.843575 0.8 -0.4 -0.7
H 6.779562 7.737556 6.860675 0.1 -0.1 -0.1
H 7.739169 9.050050 7.499494 0.2 -0.6 -0.2
H 7.354669 7.665144 8.499409 0.5 -0.2 -0.3
H 10.679342 5.712639 8.213741 0.7 -0.2 0.8
H 9.664750 9.712142 7.607327 -0.1 0.3 -0.5
H 10.949906 11.353614 10.842440 -0.9 0.1 0.3
H 12.085677 12.618534 10.254205 -0.4 -1.6 -0.1
H 12.611912 11.005306 10.852128 0.6 -0.1 0.2
H 9.617880 11.543539 8.572050 0.5 0.0 0.2
H 10.570590 11.499033 7.105154 0.2 0.4 0.7
H 10.809395 12.769384 8.303474 0.4 1.4 0.1
H 13.869248 10.742788 8.628345 -0.1 -0.1 -0.1
H 13.275084 12.265445 8.162668 -0.1 1.3 -0.1
H 13.063798 10.881561 7.077364 -0.2 0.2 0.1
C 15.567707 5.422477 14.126741 0.8 -0.4 0.9
N 14.445177 6.225925 14.636815 0.1 1.0 -1.6
C 14.047410 6.086271 16.023317 2.0 0.0 0.6
C 13.876804 7.096160 13.833185 0.8 0.3 1.1
O 14.384074 7.376232 12.711344 -0.4 -0.3 -0.1
H 16.501123 6.003877 13.959226 -0.7 -0.1 0.4
H 15.346732 4.951049 13.187598 -0.4 -0.1 -0.5
H 15.747529 4.626714 14.873881 0.1 0.5 -0.4
H 14.996350 6.081325 16.645548 -1.2 0.2 -0.6
H 13.626745 5.120073 16.093429 -0.8 -0.9 0.6
H 13.403405 6.886349 16.354030 -0.3 0.1 0.0
H 13.043622 7.670889 14.257862 0.0 -0.2 -0.4
C 18.448685 8.313371 13.282044 -1.2 -0.4 -1.2
C 18.653915 9.417108 12.237482 0.3 0.3 0.5
C 18.202330 9.043697 10.800079 0.2 -0.3 0.1
C 18.348542 10.253098 9.889284 0.7 1.4 0.7
C 17.975269 10.011880 8.441682 -0.8 0.0 0.3
C 19.122644 7.917672 10.285619 0.7 0.8 0.5
O 20.268772 8.168694 9.974993 -1.0 -0.7 0.1
N 18.598537 6.641618 10.387077 -0.5 1.0 -0.1
C 17.279067 6.340633 10.606501 -0.5 -0.9 0.2
O 16.884789 5.218754 10.829061 0.3 -0.1 -0.2
N 16.407757 7.394436 10.597216 -1.8 -0.5 -0.1
C 16.787230 8.618648 10.861189 0.4 0.5 0.1
O 15.834411 9.371487 11.189845 -0.6 0.2 0.1
H 18.738852 8.578692 14.256140 0.3 0.9 1.3
H 19.080228 7.449277 13.080388 -0.4 -0.3 -0.3
H 17.339815 8.062887 13.347575 1.3 -0.1 -0.2
H 19.696542 9.790955 12.217012 -0.4 -0.5 -0.2
H 18.055755 10.279372 12.519471 -0.2 0.1 0.0
H 19.411865 10.468207 10.030634 0.0 0.3 -0.5
H 17.808075 11.111922 10.354706 0.2 -0.7 -0.5
H 18.611293 9.251944 8.013435 0.2 -0.1 -0.3
H 17.942473 10.890980 7.791150 0.4 0.0 0.4
H 16.948347 9.645143 8.447899 -0.2 -0.2 -0.3
H 19.156881 5.847624 10.257005 1.2 -1.1 -0.3


75
Properties=species:S:1:pos:R:3:forces:R:3 method="wB97M-V/def2-TZVPD" e_above_lowest_kj_mol=101.03 total_charge=-1 orbital_gap_ev=6.774
Bi 0.134753 -1.239786 -0.036069 0.5 0.2 0.3
C -1.353214 3.168218 1.874846 -0.4 -0.7 -0.7
O -1.198538 1.874274 2.391564 -0.3 -0.6 0.1
Si 0.256361 1.140779 2.678002 0.9 0.6 -0.1
C 1.644302 2.021653 1.718758 -0.9 -0.6 0.3
C 0.595539 1.526722 4.525352 1.4 -1.0 -0.6
C 0.075549 -0.644234 2.258690 0.3 -1.1 0.2
Si -1.659560 -1.156445 2.626619 -1.6 -0.9 0.8
C -1.981606 -3.080324 2.526500 -0.2 1.4 1.0
C -2.353150 -0.547929 4.320726 1.5 2.1 -1.5
C -2.878827 -0.589643 1.299966 -0.3 2.2 0.8
Si 1.320234 -1.752498 3.189550 0.5 1.0 0.7
C 0.843497 -2.153305 5.002542 0.1 -0.7 -0.6
C 1.673582 -3.393281 2.402739 -0.8 -1.5 1.3
C 3.056140 -0.994618 3.296377 -1.2 1.5 -1.4
H -0.835623 3.846932 2.531715 0.4 0.8 -0.3
H -2.401153 3.406673 1.871720 -0.7 0.2 0.4
H -1.114809 3.173253 0.800077 0.7 0.4 0.5
H 1.764643 2.974280 2.264122 0.5 -0.3 -0.5
H 1.312875 2.172676 0.677245 0.2 0.0 0.4
H 2.518915 1.347683 1.712803 -0.1 0.7 0.1
H -0.259900 1.402103 5.182636 0.2 -0.6 0.3
H 0.796633 2.571428 4.525503 0.1 1.3 -0.1
H 1.604476 1.099012 4.848521 -1.6 0.1 0.0
H -3.042102 -3.292087 2.689815 0.0 0.2 -0.1
H -1.441446 -3.668816 3.247652 0.4 -0.3 0.2
H -1.724212 -3.374880 1.545138 0.3 -0.7 -1.2
H -1.801560 -0.837914 5.196903 0.2 -0.3 0.4
H -3.391994 -0.755625 4.398941 -0.9 -0.3 0.2
H -2.232049 0.587760 4.219989 -0.4 -1.4 0.3
H -2.845886 0.529972 1.065461 0.6 -1.6 -0.2
H -3.896401 -0.622324 1.686164 -0.2 -0.6 0.4
H -2.871631 -1.241585 0.449484 0.0 0.1 -0.5
H 0.701040 -1.338350 5.710850 0.1 0.1 -0.2
H 1.666887 -2.818765 5.353002 -0.6 0.4 0.0
H -0.081210 -2.746615 4.962220 0.2 0.0 0.3
H 0.766883 -3.950237 2.164667 -0.2 0.0 -0.2
H 2.200130 -4.092171 3.109800 -0.2 0.9 -0.4
H 2.249295 -3.333213 1.520783 0.8 0.2 -1.1
H 3.106752 -0.114712 3.937935 0.1 0.0 0.0
H 3.402728 -0.711003 2.280915 -0.2 0.0 0.5
H 3.734147 -1.714498 3.628044 1.1 -1.3 0.8
C 3.689697 0.108686 -3.864887 -0.6 -0.5 1.2
N 2.479821 -0.515196 -4.334881 0.3 0.4 0.6
C 2.325172 -1.820694 -4.545805 -1.7 0.1 -0.5
Se 3.474020 -3.030760 -4.062357 1.7 -2.4 0.4
N 1.089700 -2.004326 -5.127138 0.1 0.6 -0.5
C 0.520267 -0.725625 -5.332630 -0.6 -1.1 0.1
C -0.625871 -0.274369 -5.978284 -0.4 -1.5 0.0
C -0.941812 1.042343 -5.854061 0.7 1.5 1.0
C -0.114553 1.934522 -5.119439 0.1 -3.7 -1.3
C 1.057963 1.506382 -4.591532 1.0 -1.0 0.4
C 1.361143 0.162196 -4.696409 -0.6 0.6 -1.1
H 4.154897 -0.614709 -3.201348 0.4 0.0 -0.1
H 3.382129 0.917615 -3.186268 0.5 0.2 -0.7
H 4.299586 0.324159 -4.732305 0.4 0.5 0.1
H 0.723833 -2.930246 -5.377656 0.4 1.0 0.2
H -1.316815 -0.963430 -6.486123 0.4 0.3 0.2
H -1.855175 1.424245 -6.234786 -0.7 0.2 -0.4
H -0.362093 2.878239 -4.942904 -1.4 3.9 0.4
H 1.766209 2.081117 -4.036888 0.0 0.8 0.2
Cl -2.459359 -1.401877 -1.883139 -0.3 -0.6 -0.6
C -2.422191 0.311119 -2.173185 2.0 0.2 1.3
C -3.364363 0.894762 -2.965126 -0.3 0.5 -0.3
C -3.348815 2.247816 -3.281015 1.0 -0.4 0.6
C -2.224503 2.957303 -2.770805 -2.5 1.0 -0.9
C -1.276248 2.363470 -2.015113 0.8 -0.2 0.7
Cl 0.134881 3.320239 -1.550390 -0.4 0.0 -0.2
C -1.280507 0.990706 -1.570474 0.5 0.3 -0.6
N -0.217757 0.616498 -0.838566 -1.4 0.1 -0.5
H -4.121253 0.253913 -3.345547 -0.7 -0.4 -0.3
H -4.151366 2.663047 -3.888365 0.4 0.2 0.2
H -2.259315 4.040542 -2.917595 0.6 -0.3 -0.1
N 3.453558 -0.730397 -0.571605 0.4 0.2 0.0
C 2.368629 -0.705851 -0.181641 -0.4 -0.4 -0.1


81
Properties=species:S:1:pos:R:3:forces:R:3 method="wB97M-V/def2-TZVPD" total_charge=+1 orbital_gap_ev=6.376
C 0.199055 -4.753922 -2.850403 -1.2 4.3 0.3
C -0.310115 -3.333778 -2.916869 1.0 -3.2 -0.1
C 0.696275 -2.012004 -3.117621 -0.1 -2.1 -0.2
C 0.924269 -1.128032 -1.741941 -0.7 -1.0 -0.5
Br 1.405132 -2.564047 -0.365996 -0.5 1.2 -0.6
C -0.327140 -0.162960 -1.312141 -1.6 0.3 -0.7
F -1.384499 -0.463940 -2.358320 1.9 0.5 2.0
C -1.062018 -0.555818 0.077224 -1.2 -1.0 2.0
C -1.949291 -1.973993 0.063144 0.7 -0.5 0.6
C -3.443223 -1.802383 0.737587 -0.2 -1.1 -2.6
S -3.591983 -2.400673 2.501079 1.0 0.1 1.0
C -2.673897 -4.021788 2.786499 1.3 -2.2 -0.8
S -2.809211 -5.177802 1.499950 0.0 2.1 2.6
N -1.858588 -4.256343 4.037834 -0.3 1.5 -3.9
C -0.881040 -5.406864 3.899424 1.6 -1.5 0.6
C 0.404905 -5.056548 2.889048 0.3 -0.3 0.4
O 1.210779 -3.976841 3.550439 -3.3 0.4 -1.9
C 0.293229 -2.798838 3.463680 0.9 0.7 1.6
C -1.012120 -3.065691 4.427943 1.3 1.4 1.4
C -0.029378 1.480326 -1.558837 0.2 0.0 -1.1
C 0.095479 1.675289 -3.217144 1.9 0.2 -0.4
O -1.160182 1.950769 -3.914794 0.0 -0.2 4.8
O -0.883238 1.715842 -5.188230 0.3 -1.1 -4.9
C -1.277173 2.305943 -0.990695 -1.3 -2.0 2.1
C -1.687222 3.800170 -1.265596 -0.9 2.3 0.5
C -1.156660 4.717734 -2.476750 -1.0 1.5 -0.7
F -3.209799 3.832000 -1.404495 2.9 -0.5 0.3
C 1.444019 1.891337 -0.869202 -0.5 0.9 0.3
C 1.757811 3.502771 -0.843921 1.4 -0.2 -0.8
C 1.175072 4.366627 0.401659 0.7 0.4 1.0
C 1.032674 6.006227 0.094741 0.8 1.4 0.9
F -0.308118 6.543241 0.538799 4.3 -1.6 -2.0
F 2.021572 6.756620 0.959662 -3.2 -2.3 -2.9
F 1.381518 6.375838 -1.296352 -1.6 -1.0 4.6
C 1.677420 1.317725 0.629426 -0.6 -0.6 1.1
C 3.018453 1.765232 1.427044 3.4 1.0 0.5
C 2.826585 2.100681 3.056616 -0.2 -1.0 -0.8
N 4.301124 1.883226 0.970985 -5.9 -0.6 0.7
O 2.452439 1.417964 -1.877020 -1.3 -2.1 1.4
S 2.593020 -0.255215 -1.937027 9.4 -1.8 -1.9
O 3.292671 -0.547156 -3.322762 -4.2 1.5 4.5
O 3.657517 -0.736923 -0.874387 -5.0 2.3 -2.8
H 1.073468 -4.942812 -2.086128 -1.2 0.2 -2.6
H -0.330171 -5.578888 -3.491667 0.7 1.5 2.2
H -1.473081 -3.211988 -2.911960 2.3 0.0 -1.1
H 0.299245 -1.401731 -4.031887 0.6 -1.0 2.0
H 1.695189 -2.545227 -3.502169 -2.0 1.7 1.3
H -0.339725 -0.689605 1.019715 -1.2 0.5 -2.5
H -1.891276 0.184988 0.483396 2.1 -0.9 -1.5
H -2.101903 -2.443679 -0.983162 0.4 1.1 1.8
H -1.327715 -2.774089 0.695301 -1.6 1.7 -1.5
H -4.183155 -2.464279 0.075516 1.6 1.4 1.5
H -3.870887 -0.710989 0.689513 1.0 -2.0 0.5
H -1.375460 -6.445764 3.661904 0.7 2.4 0.2
H -0.377981 -5.534949 4.974589 -1.2 0.4 -2.3
H 0.067628 -4.694247 1.828446 0.5 -0.7 2.0
H 1.130668 -5.970732 2.745810 -1.7 1.7 0.5
H 0.905831 -1.893907 3.942288 -1.4 -2.0 -1.0
H 0.039875 -2.484506 2.365893 0.3 -0.9 1.8
H -1.592344 -2.057520 4.551755 0.8 -2.1 -0.4
H -0.569733 -3.317370 5.508040 -1.0 0.5 -2.4
H 0.575478 0.737627 -3.749993 -1.0 1.8 1.3
H 0.824015 2.577295 -3.504493 -1.4 -2.0 0.9
H -1.478319 0.994166 -5.549003 0.6 1.0 1.2
H -2.241149 1.623136 -1.195631 2.1 1.8 0.1
H -1.167392 2.213254 0.202505 -0.3 0.3 -2.5
H -1.526402 4.451130 -0.265542 -0.5 -1.7 -2.3
H -0.991554 5.828378 -2.069945 -0.3 -2.6 -0.8
H -0.211825 4.421148 -3.060329 -1.5 0.2 1.2
H -2.028835 4.836395 -3.284976 1.9 -0.6 1.9
H 2.949070 3.569597 -0.739934 -2.7 -0.2 -0.3
H 1.539321 3.908205 -1.916768 0.1 -0.5 2.3
H 0.209459 3.922981 0.924442 1.8 1.3 -1.5
H 2.008601 4.334813 1.258129 -1.9 0.2 -1.9
H 1.637386 0.129960 0.733644 0.2 2.5 -0.5
H 0.748797 1.691715 1.282347 2.0 -0.7 -1.5
H 3.300808 3.135438 3.353362 -1.1 -2.1 -0.8
H 1.681091 2.008260 3.323388 2.3 0.5 -0.4
H 3.384044 1.262384 3.657602 -1.0 1.6 -1.2
H 4.254736 1.654085 -0.041588 0.3 0.0 0.6
Na -6.091924 -3.276672 2.795311 -0.1 -0.2 0.0